Computed, not measured: a 2-piece molecular cluster, C3H3NO2 overall in a non-equilibrium geometry, with the ωB97M-V functional and the def2-TZVPD basis.

The geometry in XYZ format:
```
9
Properties=species:S:1:pos:R:3:forces:R:3
C -1.2206 0.9030 -1.7145 -0.619 -0.406 -0.813
C -0.5305 1.4348 -0.7642 0.823 0.642 1.115
O 0.0882 1.9204 0.0910 -0.176 -0.185 -0.280
H -2.1389 1.3625 -2.0182 -0.263 0.199 -0.006
H -0.9028 0.0151 -2.2213 0.224 -0.234 -0.027
N 0.7407 -1.4319 1.0925 -0.649 -0.038 -0.855
C 1.3107 -1.4665 2.1392 -0.275 -0.140 0.022
O 1.6789 -1.5918 3.2258 0.651 0.042 0.946
H 0.9741 -1.1456 0.1695 0.284 0.121 -0.103
```
Forces are in eV/Å.

The SMILES is C=C=O.N=C=O. As for the molecular weight: 85.06 g/mol. The energy relative to the best compared isomer or geometry (same formula, charge and spin) is 37.8 kcal per mole. For the gap between HOMO and LUMO, the calculation gives 10.21 eV. The total energy comes out at -8743.4936 eV. For the largest force on an atom, the calculation gives 1.53 eV Å⁻¹.